{
  "formula": "C26H66CaF6N6O16P4S2",
  "method": "wB97M-V/def2-TZVPD",
  "orbital_gap_ha": [0.304, 0.125],
  "total_charge": 1,
  "spin_multiplicity": 2,
  "species": ["Ca", "C", "F", "F", "F", "S", "O", "O", "O", "C", "F", "F", "F", "S", "O", "O", "O", "O", "P", "N", "C", "C", "N", "C", "C", "N", "C", "C", "H", "H", "H", "H", "H", "H", "H", "H", "H", "H", "H", "H", "H", "H", "H", "H", "H", "H", "O", "P", "N", "C", "C", "N", "C", "C", "N", "C", "C", "H", "H", "H", "H", "H", "H", "H", "H", "H", "H", "H", "H", "H", "H", "H", "H", "H", "H", "C", "C", "O", "P", "O", "O", "C", "C", "O", "C", "C", "H", "H", "H", "H", "H", "H", "H", "H", "H", "H", "H", "H", "H", "H", "H", "C", "C", "O", "P", "O", "O", "C", "C", "O", "C", "C", "H", "H", "H", "H", "H", "H", "H", "H", "H", "H", "H", "H", "H", "H", "H"],
  "positions_angstrom": [[0.673, -0.069, 0.424], [2.354, -0.123, 5.150], [3.009, -0.957, 4.278], [1.685, -0.829, 5.965], [3.310, 0.626, 5.762], [1.125, 0.954, 4.055], [1.659, 2.215, 3.755], [0.822, 0.220, 2.764], [-0.007, 1.176, 4.943], [4.648, -2.195, -0.017], [4.548, -2.436, 1.263], [4.812, -0.880, -0.009], [5.710, -2.780, -0.690], [3.031, -2.466, -0.954], [2.052, -1.566, -0.260], [3.220, -2.079, -2.374], [2.695, -3.844, -0.681], [-0.119, -2.027, 1.429], [-0.819, -3.212, 1.933], [-1.134, -4.415, 0.637], [-1.626, -5.817, 0.969], [-1.269, -3.999, -0.733], [-2.281, -2.731, 2.763], [-3.538, -3.535, 2.983], [-2.191, -1.525, 3.622], [0.195, -4.094, 3.060], [1.637, -3.903, 3.214], [-0.348, -5.028, 4.046], [-1.606, -6.025, 2.039], [-0.997, -6.662, 0.690], [-2.638, -6.120, 0.698], [-2.289, -4.275, -1.002], [-0.631, -4.595, -1.385], [-0.904, -2.978, -0.844], [-3.424, -4.543, 2.585], [-3.761, -3.607, 4.048], [-4.386, -2.985, 2.574], [-2.759, -1.661, 4.542], [-1.190, -1.376, 4.028], [-2.557, -0.571, 3.244], [1.962, -2.986, 3.705], [2.124, -4.620, 3.875], [2.111, -3.807, 2.237], [-0.003, -6.062, 4.048], [-1.433, -5.136, 4.052], [-0.194, -4.589, 5.031], [-0.524, -0.174, -1.566], [-1.162, -0.347, -2.915], [-0.791, -1.837, -3.729], [0.528, -2.416, -3.717], [-1.765, -2.594, -4.446], [-0.512, 0.910, -4.044], [0.533, 1.790, -3.603], [-0.608, 0.941, -5.455], [-2.901, -0.302, -2.940], [-3.584, 0.207, -4.121], [-3.739, -0.984, -1.978], [0.915, -2.795, -4.662], [0.677, -3.267, -3.052], [1.298, -1.752, -3.325], [-1.295, -3.524, -4.765], [-2.111, -2.034, -5.314], [-2.678, -2.905, -3.939], [0.663, 2.666, -4.239], [0.622, 1.832, -2.518], [1.430, 1.180, -3.703], [-0.845, 1.998, -5.575], [0.249, 0.514, -5.978], [-1.481, 0.390, -5.802], [-4.665, 0.084, -4.183], [-3.323, 1.261, -4.222], [-3.259, -0.284, -5.039], [-3.297, -0.850, -0.990], [-3.744, -2.047, -2.217], [-4.734, -0.540, -2.037], [-2.166, 4.049, -2.235], [-2.597, 4.025, -0.736], [-3.012, 2.710, -0.398], [-2.423, 1.842, 0.914], [-0.983, 1.480, 0.885], [-2.708, 3.051, 1.975], [-2.011, 3.112, 3.205], [-0.868, 4.040, 3.156], [-3.455, 0.611, 1.135], [-4.883, 0.873, 1.001], [-5.649, -0.461, 1.067], [-2.994, 3.708, -2.856], [-1.877, 5.047, -2.565], [-1.232, 3.488, -2.281], [-1.711, 4.262, -0.147], [-3.391, 4.700, -0.419], [-2.702, 3.353, 4.013], [-1.525, 2.185, 3.508], [-0.167, 3.955, 2.326], [-1.384, 5.000, 3.145], [-0.348, 3.938, 4.109], [-5.185, 1.525, 1.821], [-5.100, 1.376, 0.059], [-6.734, -0.368, 1.111], [-5.257, -1.043, 0.233], [-5.505, -0.872, 2.066], [5.552, 1.256, -2.565], [4.052, 1.156, -2.712], [3.430, 2.411, -2.309], [3.013, 2.575, -0.803], [1.950, 1.590, -0.518], [4.351, 2.416, 0.109], [4.148, 2.579, 1.523], [5.131, 1.729, 2.276], [2.567, 4.128, -0.537], [3.451, 5.140, -0.940], [2.666, 6.411, -1.142], [5.783, 1.463, -1.520], [5.935, 0.270, -2.827], [5.966, 2.063, -3.170], [3.730, 0.986, -3.740], [3.812, 0.296, -2.087], [4.401, 3.588, 1.849], [3.120, 2.342, 1.799], [6.161, 1.837, 1.937], [5.258, 1.956, 3.335], [4.746, 0.729, 2.081], [4.173, 5.074, -0.126], [4.055, 5.043, -1.842], [3.197, 7.326, -0.878], [2.269, 6.467, -2.156], [1.774, 6.376, -0.517]]
}

***

{
  "formula": "C33H47BrN7Ti",
  "method": "wB97M-V/def2-TZVPD",
  "orbital_gap_ha": 0.258,
  "total_charge": 1,
  "species": ["Ti", "C", "N", "C", "C", "C", "C", "C", "C", "C", "N", "C", "C", "C", "C", "C", "C", "N", "C", "C", "H", "H", "H", "H", "H", "H", "H", "H", "H", "H", "H", "H", "H", "H", "H", "H", "H", "H", "H", "H", "C", "C", "N", "C", "N", "C", "C", "C", "N", "C", "H", "H", "H", "H", "H", "H", "H", "H", "H", "H", "H", "H", "H", "C", "C", "C", "C", "C", "H", "H", "H", "H", "H", "H", "H", "H", "H", "H", "Br", "C", "C", "C", "N", "C", "C", "H", "H", "H", "H"],
  "positions_angstrom": [[0.124, 0.549, -0.159], [-2.662, -1.587, -1.479], [-1.360, -2.054, -1.944], [-1.398, -2.397, -3.355], [-0.824, -3.042, -1.071], [-0.792, -4.390, -1.410], [-0.313, -5.347, -0.528], [0.119, -4.951, 0.725], [0.103, -3.610, 1.073], [-0.343, -2.625, 0.185], [-0.259, -1.263, 0.519], [-0.214, -0.951, 1.901], [-1.303, -1.202, 2.734], [-1.290, -0.810, 4.061], [-0.180, -0.156, 4.577], [0.918, 0.094, 3.767], [0.916, -0.300, 2.434], [1.990, 0.003, 1.521], [3.017, 0.919, 2.027], [2.696, -1.217, 1.081], [-3.429, -2.368, -1.579], [-2.973, -0.719, -2.064], [-2.592, -1.297, -0.430], [-2.185, -3.120, -3.607], [-0.438, -2.810, -3.666], [-1.589, -1.489, -3.931], [-1.163, -4.698, -2.378], [-0.300, -6.391, -0.813], [0.478, -5.682, 1.437], [0.455, -3.316, 2.054], [-2.161, -1.713, 2.314], [-2.143, -1.016, 4.695], [-0.160, 0.149, 5.615], [1.782, 0.591, 4.188], [2.596, 1.846, 2.387], [3.704, 1.141, 1.210], [3.606, 0.467, 2.833], [3.202, -1.688, 1.930], [3.449, -0.944, 0.341], [2.008, -1.931, 0.640], [-4.636, 2.482, 1.741], [-4.118, 1.175, 1.176], [-2.697, 1.286, 0.888], [-1.851, 2.148, 1.475], [-0.576, 2.086, 1.107], [0.344, 3.060, 1.690], [-0.344, 4.339, 2.120], [-1.459, 3.953, 3.069], [-2.337, 3.005, 2.399], [-3.716, 2.909, 2.869], [-5.653, 2.363, 2.112], [-4.644, 3.251, 0.965], [-4.629, 0.912, 0.250], [-4.289, 0.365, 1.891], [-2.309, 0.897, 0.018], [1.124, 3.283, 0.955], [0.824, 2.630, 2.571], [-0.756, 4.866, 1.256], [0.366, 4.999, 2.618], [-2.056, 4.821, 3.346], [-1.050, 3.520, 3.989], [-4.003, 3.891, 3.245], [-3.781, 2.204, 3.705], [-2.622, 2.325, -2.892], [-1.130, 2.250, -2.530], [-0.723, 3.549, -1.828], [-0.315, 2.107, -3.824], [-0.876, 1.041, -1.657], [-2.823, 3.181, -3.541], [-3.233, 2.433, -1.992], [-2.939, 1.422, -3.417], [-0.851, 4.407, -2.491], [0.331, 3.512, -1.530], [-1.325, 3.714, -0.932], [-0.481, 2.962, -4.485], [-0.598, 1.201, -4.364], [0.754, 2.051, -3.604], [-1.081, 0.099, -2.185], [5.620, -0.249, -4.044], [4.100, 0.039, -2.982], [3.107, -0.924, -2.905], [2.003, -0.668, -2.119], [1.863, 0.460, -1.405], [2.831, 1.378, -1.487], [3.958, 1.218, -2.267], [3.187, -1.854, -3.449], [1.193, -1.389, -2.043], [2.689, 2.286, -0.912], [4.710, 1.993, -2.311]]
}

***

Record order is preserved below.
Energy relative to the best compared isomer or geometry (same formula, charge and spin): 238.8; 5.9 kJ/mol